Record 1
The following is a quantum chemistry calculation of 2 unconnected molecules or ions with the total composition C4H7ClO2 in a non-equilibrium geometry, from the Open Molecules 2025 dataset.

Values from the calculation:
LUMO: -0.0782 hartree
calculated total energy: -20871.511 eV
frontier orbital gap: 0.262 Ha

CARTESIAN COORDINATES (ANGSTROEM)
H -0.47193 -2.07644 -1.42268
H -1.52771 0.82938 -1.13847
H 1.43430 -0.49610 -1.26464
H 1.85105 0.73058 0.34924
O -1.07941 -0.23620 1.45119
C -0.34216 0.73039 0.90559
C 0.55229 -0.48465 -0.65713
Cl 1.67514 -0.74603 1.82603
H -0.33028 1.70874 1.46033
C 1.03536 0.12153 0.64576
O -0.01994 -1.77003 -0.59558
C -0.49802 0.83764 -0.59638
H -0.04762 1.81513 -1.06898
H -2.23107 -0.96393 0.10572

=====

Record 2
The following is a quantum chemistry calculation of C4H7ClO2Si in the gas phase in a non-equilibrium geometry, from the Open Molecules 2025 dataset.

Values from the calculation:
LUMO (spin up / spin down): -0.0565 / -0.0565 hartree
calculated total energy: -28751.308 eV
frontier orbital gap (spin up / spin down): 0.293 / 0.293 Ha

CARTESIAN COORDINATES (ANGSTROEM)
H -2.78797 -0.93303 -0.33601
C -2.27653 -1.88265 -0.18376
H -2.62608 -2.33449 0.74566
Cl 1.88147 -0.99568 -0.04431
C 0.28434 2.11202 -0.25982
H -0.32256 2.90895 0.17487
H -0.08291 -0.45635 1.97226
Si -0.04149 -0.49972 0.51445
C 4.53397 0.85090 -0.14046
H -2.48966 -2.55271 -1.01629
O -0.43307 0.89774 -0.17102
O -0.88662 -1.69821 -0.12447
H 1.24017 2.05201 0.25930
C 3.53719 0.20880 -0.07492
H 0.46975 2.32244 -1.31549

=====

Record 3
The following is a quantum chemistry calculation of 2 unconnected molecules or ions with the total composition C4H7ClOS in a non-equilibrium geometry, from the Open Molecules 2025 dataset.

Values from the calculation:
SMILES string: C[C@@H](S)Cl.C=C=O
LUMO: 0.0238 hartree
calculated total energy: -29664.912 eV
frontier orbital gap: 0.371 Ha

CARTESIAN COORDINATES (ANGSTROEM)
H -0.12120 -0.20605 0.13347
C -0.16580 -0.33040 -0.86536
H 1.13386 0.74211 3.69322
H 0.21901 -0.23640 2.22191
H -1.08861 -1.28095 -2.52165
C 0.58496 1.81570 2.05749
C 0.69240 0.64593 2.67807
H -2.17390 -0.95454 -1.10572
C -1.17162 -1.28650 -1.34618
S 1.69214 -0.58557 -1.31761
H -0.99101 -2.31031 -1.00065
Cl -0.73852 1.32944 -1.43589
O 0.49666 2.79405 1.38887
H 1.63161 -0.13651 -2.57997